[1]
Molecular formula: H28O14
Method: DFT, wB97M-V/def2-TZVPD

The geometry in XYZ format:
```
42
Properties=species:S:1:pos:R:3:forces:R:3:nbo_charge:R:1
O 3.147 -3.333 0.671 -0.241 0.067 -0.210 -0.9323
H 3.298 -4.003 -0.003 0.083 -0.096 0.085 0.4672
H 2.787 -2.583 0.184 0.101 0.109 0.108 0.4659
O -2.817 -2.034 2.444 -0.116 -0.288 -0.205 -0.9464
H -2.461 -1.146 2.382 0.066 -0.019 -0.009 0.4692
H -2.604 -2.353 3.326 0.077 0.123 0.024 0.4783
O -0.339 0.328 -0.665 -0.741 -0.730 0.867 -0.9569
H -0.749 0.624 -1.470 0.332 0.194 -0.530 0.4657
H 0.594 0.515 -0.658 0.483 0.336 -0.421 0.4919
O 2.390 -0.132 -5.086 -0.794 0.774 0.592 -0.9433
H 2.238 -0.152 -4.124 0.791 -0.477 -0.231 0.4795
H 1.870 0.662 -5.273 0.199 -0.086 -0.666 0.4542
O -1.252 3.645 -1.162 -0.242 0.046 -0.686 -0.9467
H -0.911 3.135 -0.433 0.648 -0.199 0.959 0.4844
H -1.688 2.949 -1.658 -0.255 0.245 -0.308 0.4491
O -3.947 2.179 -1.457 -0.143 0.107 -0.439 -0.9604
H -3.830 2.038 -2.401 -0.136 -0.016 -0.007 0.4935
H -4.836 2.526 -1.338 0.010 0.088 -0.161 0.4918
O 2.374 -1.187 -2.559 0.011 -0.299 -0.147 -0.9652
H 2.805 -1.965 -2.198 0.552 0.183 0.160 0.4623
H 1.672 -1.633 -3.070 -0.130 0.405 0.423 0.4951
O 4.268 1.345 0.218 -0.082 -0.093 -0.251 -0.9459
H 4.846 1.733 -0.443 0.051 0.002 -0.029 0.4655
H 4.665 1.555 1.065 -0.089 0.030 0.259 0.4803
O 0.129 -2.467 -2.519 -0.498 -0.707 0.413 -0.9418
H 0.374 -3.394 -2.452 -0.064 -0.356 -0.436 0.4703
H -0.113 -2.295 -1.600 -0.104 0.670 -0.090 0.4867
O -0.629 -4.402 1.166 -0.067 0.540 -0.439 -0.9369
H -1.380 -3.802 1.051 -0.222 -0.196 0.314 0.4779
H 0.088 -3.852 0.829 0.288 -0.262 0.251 0.4588
O 3.159 0.756 2.983 -0.193 -0.191 0.102 -0.9464
H 3.034 -0.141 2.654 0.174 0.032 -0.084 0.4712
H 2.319 0.939 3.418 0.061 0.175 -0.005 0.4755
O -3.438 1.323 0.977 0.007 0.350 -0.075 -0.9866
H -4.380 1.157 1.080 0.036 -0.095 0.168 0.4737
H -3.390 1.765 0.102 0.011 -0.615 0.357 0.4950
O -1.754 1.125 3.732 0.146 -0.700 0.980 -0.9410
H -2.086 0.648 2.971 -0.074 0.572 -0.331 0.4655
H -2.007 2.039 3.625 -0.066 0.091 -0.385 0.4742
O -0.984 2.631 1.493 -0.062 0.431 -0.258 -0.9479
H -0.762 3.518 1.799 -0.001 -0.009 -0.041 0.4706
H -1.917 2.675 1.225 0.195 -0.139 0.384 0.4844
```
Positions in Å, forces in eV/Å.

Values from the calculation:
ΔE to the lowest compared entry with this formula, charge and spin ... 64.9 kcal per mole
LUMO level ... -0.0125 hartree
HOMO energy ... -10.83 eV
Kohn-Sham gap ... 10.49 eV

[2]
Molecular formula: C17H46F6N2O10S2
Method: DFT, wB97M-V/def2-TZVPD

The geometry in XYZ format:
```
83
Properties=species:S:1:pos:R:3:forces:R:3:lowdin_charge:R:1
N -0.852 -3.544 -0.768 0.760 0.951 0.824 0.2598
H -0.200 -2.799 -0.318 -0.195 -0.519 -0.208 0.0606
H -0.316 -3.989 -1.531 -0.618 -0.163 -0.095 0.0742
H -1.696 -3.047 -1.040 -0.049 -0.298 -0.221 0.1294
H -1.078 -4.198 -0.018 -0.131 -0.034 -0.164 0.1319
C -0.050 0.422 -0.826 -0.117 0.539 0.810 -0.6643
F -1.369 0.587 -0.710 -0.148 -0.244 -0.385 0.1196
F 0.223 -0.368 -1.849 -0.079 -0.092 -0.391 0.1466
F 0.496 1.618 -1.011 -0.072 -0.200 -0.159 0.1358
S 0.603 -0.259 0.781 0.127 -0.127 0.294 0.6278
O 1.757 0.536 1.040 0.484 0.061 -0.322 -0.2781
O -0.450 -0.125 1.741 -0.622 -0.843 -0.363 -0.2634
N 0.951 -1.810 0.367 -0.085 1.339 0.636 -0.3308
S 2.536 -2.058 0.579 0.784 0.093 0.062 0.5925
O 3.339 -1.655 -0.536 -0.256 -0.131 -0.096 -0.2577
O 2.958 -1.726 1.901 0.130 -0.302 0.191 -0.2575
C 2.582 -3.890 0.543 0.127 -0.274 -0.252 -0.6602
F 2.090 -4.367 -0.636 -0.047 0.058 0.386 0.0930
F 3.844 -4.288 0.648 -0.308 0.091 -0.040 0.1596
F 1.876 -4.416 1.540 -0.108 -0.075 -0.189 0.1405
O 0.159 -5.321 -2.711 0.259 -0.048 -0.025 -0.0445
H -0.051 -5.532 -3.627 -0.054 0.052 0.018 0.0670
H 1.098 -5.526 -2.614 -0.078 0.007 0.009 0.0570
C -3.963 -0.807 1.185 0.210 -0.334 -0.045 -0.0544
C -3.784 -2.107 1.961 0.578 0.559 -0.173 -0.4885
C -4.787 -3.127 1.525 -0.401 -0.469 -0.240 -0.0640
O -2.485 -2.649 1.685 0.209 -0.562 -0.301 -0.0794
H -3.877 -1.029 0.116 -0.200 0.036 -0.006 0.0825
H -3.163 -0.101 1.412 -0.172 0.125 0.197 0.0669
H -4.947 -0.392 1.396 0.076 0.241 -0.073 0.0855
H -3.863 -1.906 3.035 -0.039 -0.064 0.003 0.1414
H -4.788 -4.043 2.116 0.077 0.131 0.196 0.0814
H -4.583 -3.435 0.494 -0.017 0.168 -0.021 0.0800
H -5.785 -2.688 1.549 -0.033 -0.118 0.044 0.0855
H -1.796 -2.001 1.862 -0.047 0.379 0.246 0.0455
C 3.922 2.534 -0.942 -0.440 -0.325 -0.179 -0.0485
C 4.869 1.883 0.052 -1.050 -0.610 0.565 -0.5027
C 6.229 2.475 0.094 0.928 -0.389 0.004 -0.0663
O 4.322 2.004 1.375 0.114 0.367 0.084 -0.0577
H 2.933 2.099 -0.788 -0.049 0.216 0.101 0.0480
H 4.138 2.344 -1.999 0.442 0.058 0.126 0.0767
H 3.880 3.609 -0.764 -0.054 0.012 -0.029 0.0861
H 4.939 0.801 -0.118 0.113 0.102 -0.452 0.1327
H 6.737 2.048 0.962 0.098 0.196 -0.005 0.0837
H 6.237 3.560 0.167 -0.101 0.075 -0.008 0.0819
H 6.790 2.149 -0.785 0.034 0.261 -0.081 0.0827
H 3.552 1.429 1.458 0.021 0.055 -0.134 0.0424
C 0.210 4.761 -4.967 -0.207 0.413 0.401 -0.0536
C 1.164 3.876 -4.196 0.088 -0.657 -0.236 -0.4831
C 0.606 2.471 -3.977 0.024 0.450 0.357 -0.0613
O 2.355 3.801 -5.002 -0.182 0.009 0.259 -0.0576
H 0.182 4.407 -5.996 -0.030 0.134 -0.074 0.0860
H 0.523 5.805 -4.921 0.200 -0.075 -0.291 0.0808
H -0.806 4.761 -4.562 0.083 -0.288 0.082 0.0650
H 1.418 4.269 -3.203 -0.043 0.288 -0.137 0.1348
H 0.288 2.030 -4.921 0.077 -0.145 0.010 0.0896
H -0.235 2.519 -3.282 -0.116 0.002 -0.181 0.0584
H 1.364 1.872 -3.466 -0.005 -0.207 -0.274 0.0679
H 2.834 3.011 -4.728 0.117 0.093 0.006 0.0746
C -3.768 2.921 -0.372 0.476 0.832 -0.459 -0.0541
C -4.214 3.821 -1.510 0.130 -0.353 -0.693 -0.4839
C -3.098 3.917 -2.555 -0.373 0.888 -0.391 -0.0768
O -5.389 3.243 -2.120 0.250 0.260 0.434 -0.0564
H -4.527 2.722 0.376 -0.143 -0.145 -0.087 0.0795
H -2.933 3.450 0.096 0.014 -0.246 0.217 0.0888
H -3.360 2.033 -0.850 -0.233 -0.335 0.394 0.0596
H -4.405 4.853 -1.197 -0.303 -0.163 0.315 0.1342
H -2.751 2.950 -2.912 0.054 -0.095 0.165 0.0726
H -2.275 4.548 -2.206 0.133 -0.370 0.199 0.0815
H -3.488 4.470 -3.420 -0.011 -0.208 -0.001 0.0773
H -5.850 3.946 -2.586 -0.010 -0.063 -0.085 0.0818
C -0.677 -3.066 5.306 -0.185 -0.764 0.740 -0.0581
C 0.857 -3.144 5.304 -0.818 1.204 -0.173 -0.4986
C 1.413 -1.746 5.148 1.034 -0.131 -0.574 -0.0603
O 1.305 -3.667 6.542 0.335 -0.573 -0.236 -0.0412
H -0.983 -2.785 6.320 0.092 0.381 -0.151 0.0820
H -1.159 -4.047 5.187 0.203 0.093 -0.356 0.0733
H -1.090 -2.358 4.593 0.062 -0.023 -0.150 0.0620
H 1.214 -3.676 4.415 0.062 -0.516 0.308 0.1291
H 1.212 -1.073 5.978 -0.463 0.028 -0.052 0.0872
H 1.080 -1.385 4.173 -0.251 0.465 0.256 0.0660
H 2.503 -1.775 5.039 -0.048 -0.158 0.176 0.0835
H 1.304 -4.628 6.478 -0.019 0.025 0.146 0.0893
```
Positions in Å, forces in eV/Å.

Values from the calculation:
LUMO level ... -0.0188 hartree
HOMO energy ... -9.24 eV
Kohn-Sham gap ... 8.73 eV

[3]
Molecular formula: C3H10N2O2
Method: DFT, wB97M-V/def2-TZVPD

The geometry in XYZ format:
```
17
Properties=species:S:1:pos:R:3:forces:R:3:nbo_charge:R:1
N -3.009 -0.495 -0.802 -0.107 -0.121 -0.047 -0.7895
C -1.710 -1.037 -0.472 -0.707 -0.629 0.164 -0.1467
N -0.962 0.110 0.037 0.273 1.032 1.941 0.1143
O -0.904 0.206 1.267 -0.760 -0.495 -2.079 -0.3547
H -3.472 -0.139 0.027 0.028 -0.010 -0.096 0.3670
H -2.929 0.252 -1.480 -0.057 0.025 -0.008 0.3686
H -1.231 -1.411 -1.382 0.056 0.139 0.244 0.2028
H -1.826 -1.837 0.275 0.204 0.275 -0.134 0.1958
C 2.089 1.296 -0.074 0.014 -0.389 0.183 -0.6378
C 1.756 -0.168 0.191 -0.014 0.156 -0.674 -0.0412
O 1.571 -0.464 1.533 -0.160 -0.034 0.780 -0.7117
H 1.243 1.922 0.195 -0.114 0.122 0.013 0.2091
H 2.947 1.594 0.523 0.095 0.044 0.028 0.2132
H 2.317 1.444 -1.125 0.019 0.080 -0.174 0.2073
H 0.827 -0.405 -0.382 0.699 -0.109 -0.026 0.1474
H 2.549 -0.830 -0.168 -0.077 0.053 -0.022 0.1783
H 0.747 -0.038 1.838 0.606 -0.138 -0.093 0.4779
```
Positions in Å, forces in eV/Å.

Values from the calculation:
ΔE to the lowest compared entry with this formula, charge and spin ... 97.8 kcal per mole
SMILES string ... NCN=O.CCO
LUMO level ... -0.0195 hartree
HOMO energy ... -9.49 eV
Kohn-Sham gap ... 8.95 eV

[4]
Molecular formula: C4H9NO
Method: DFT, wB97M-V/def2-TZVPD

The geometry in XYZ format:
```
15
Properties=species:S:1:pos:R:3:forces:R:3:nbo_charge:R:1
C 0.065 -0.587 -1.627 -0.122 0.263 0.115 -0.6096
C 0.350 0.035 -0.267 -0.438 0.338 -0.050 -0.0425
C 1.072 -0.898 0.732 -0.744 0.436 -0.192 -0.6328
N -0.939 0.520 0.262 -0.139 0.023 0.275 -0.6362
C -1.032 1.491 1.211 -0.177 -0.535 -0.566 0.5341
O -2.051 2.092 1.465 0.001 0.067 0.311 -0.6014
H -0.557 -1.474 -1.514 0.213 -0.277 0.001 0.2065
H 0.986 -0.802 -2.165 -0.027 -0.240 0.067 0.2211
H -0.520 0.106 -2.228 0.056 0.168 -0.121 0.2155
H 0.929 0.951 -0.421 0.253 -0.244 -0.074 0.1899
H 1.937 -0.395 1.154 0.219 -0.267 0.000 0.2169
H 0.351 -1.061 1.526 0.129 -0.232 0.308 0.2231
H 1.310 -1.869 0.302 0.278 0.087 -0.063 0.2154
H -1.822 0.255 -0.162 0.339 0.077 -0.126 0.4002
H -0.078 1.635 1.733 0.157 0.337 0.115 0.0999
```
Positions in Å, forces in eV/Å.

Values from the calculation:
ΔE to the lowest compared entry with this formula, charge and spin ... 16.4 kcal per mole
SMILES string ... CC(C)NC=O
LUMO level ... 0.0340 hartree
HOMO energy ... -9.66 eV
Kohn-Sham gap ... 10.58 eV

[5]
Molecular formula: C4H13NO2
Method: DFT, wB97M-V/def2-TZVPD

The geometry in XYZ format:
```
20
Properties=species:S:1:pos:R:3:forces:R:3:nbo_charge:R:1
C -0.540 1.571 -0.119 -0.824 0.171 -0.680 -0.6766
C -1.159 0.565 -1.054 -0.574 0.355 0.288 -0.1048
C -1.333 -0.718 -0.751 0.702 -0.194 0.026 -0.0197
N -0.852 -1.386 0.375 -0.334 -0.175 0.369 -0.8419
C -1.920 1.163 -2.207 -0.068 -0.818 -0.135 -0.6250
H -0.010 1.125 0.705 0.109 0.132 0.314 0.2302
H 0.119 2.246 -0.649 0.526 0.002 -0.196 0.2033
H -1.366 2.238 0.183 0.179 -0.200 0.501 0.1858
H -1.907 -1.354 -1.411 -0.019 -0.049 -0.208 0.1663
H -0.384 -2.254 0.162 0.022 -0.035 -0.094 0.3630
H -0.247 -0.841 0.969 0.187 0.089 -0.173 0.3819
H -1.326 1.909 -2.731 -0.099 0.225 -0.033 0.1993
H -2.195 0.378 -2.923 0.136 0.108 -0.012 0.2003
H -2.874 1.571 -1.865 0.067 0.467 -0.013 0.1900
H 3.002 -0.194 -0.006 -0.134 -0.065 0.018 0.3226
H 2.000 0.331 -1.045 0.070 -0.112 0.063 0.4132
O 2.044 -0.138 -0.192 0.059 0.041 0.007 -1.4207
H 2.951 -1.978 3.392 0.049 0.000 -0.070 0.4229
H 3.211 -2.468 4.845 -0.193 0.345 -0.495 0.4466
O 2.786 -1.767 4.321 0.139 -0.287 0.524 -1.0367
```
Positions in Å, forces in eV/Å.

Values from the calculation:
ΔE to the lowest compared entry with this formula, charge and spin ... 5.9 kcal per mole
Total charge ... -1
LUMO level (alpha / beta) ... 0.1303 / 0.1273 hartree
HOMO energy (alpha / beta) ... 0.83 / -4.64 eV
Multiplicity ... 2
Kohn-Sham gap (alpha / beta) ... 2.71 / 8.11 eV